115
Properties=species:S:1:pos:R:3:lowdin_charge:R:1 method="wB97M-V/def2-TZVPD" orbital_gap_ev=6.130 e_tot_ev=-189637.50291 homo_ha=-0.422 charge=+1
C 7.469 2.790 7.029 -0.05
C 5.980 3.059 6.923 -0.21
O 5.699 4.481 6.750 0.16
B 4.424 4.819 6.563 -0.62
O 4.025 5.973 5.967 0.23
N 3.261 3.886 7.020 0.05
C 2.767 4.060 8.231 0.05
C 1.725 3.219 8.652 0.04
C 1.274 2.260 7.777 0.07
C 1.885 2.199 6.500 -0.18
C 1.415 1.135 5.507 0.00
C 1.786 1.601 4.103 -0.51
O 2.871 1.477 3.646 0.16
O 0.778 2.166 3.358 0.08
N 2.856 3.004 6.123 0.22
H 7.582 1.757 7.371 0.09
H 7.999 2.869 6.082 0.09
H 7.901 3.434 7.796 0.09
H 5.502 2.703 7.842 0.12
H 5.590 2.517 6.058 0.12
H 4.160 5.948 5.010 0.14
H 3.145 4.830 8.894 0.17
H 1.293 3.332 9.638 0.14
H 0.488 1.568 8.051 0.14
H 2.021 0.252 5.728 0.15
H 0.348 0.960 5.624 0.14
H 0.774 3.126 3.480 0.13
C -0.898 -0.365 1.597 -0.16
C 0.234 -0.098 0.633 -0.16
O 0.049 -1.065 -0.417 -0.23
S -1.512 -1.340 -0.602 0.62
O -1.984 -0.544 -1.684 -0.22
O -1.738 -2.739 -0.541 -0.21
O -2.020 -0.676 0.768 -0.17
H -0.689 -1.233 2.229 0.14
H -1.118 0.494 2.225 0.12
H 1.213 -0.218 1.093 0.14
H 0.157 0.896 0.204 0.09
C -2.055 -6.646 1.157 -0.15
C -0.756 -6.032 0.686 -0.19
O 0.102 -6.088 1.839 -0.21
S -0.252 -7.385 2.706 0.60
O 0.663 -8.419 2.380 -0.22
O -0.468 -6.975 4.048 -0.23
O -1.659 -7.723 2.024 -0.18
H -2.642 -5.936 1.743 0.13
H -2.658 -7.023 0.336 0.14
H -0.882 -5.015 0.348 0.09
H -0.302 -6.628 -0.108 0.14
C -3.389 -2.559 -3.639 -0.17
C -2.804 -2.124 -4.963 -0.15
O -2.610 -3.350 -5.685 -0.18
S -3.753 -4.396 -5.278 0.61
O -4.783 -4.354 -6.256 -0.22
O -3.133 -5.613 -4.901 -0.21
O -4.275 -3.641 -3.969 -0.18
H -2.618 -2.939 -2.969 0.11
H -3.934 -1.760 -3.146 0.13
H -1.864 -1.593 -4.850 0.14
H -3.506 -1.504 -5.526 0.14
C 4.636 1.598 -0.742 -0.16
C 4.394 2.118 -2.142 -0.15
O 3.008 2.486 -2.148 -0.17
S 2.585 3.008 -0.701 0.61
O 2.626 4.424 -0.683 -0.20
O 1.431 2.287 -0.290 -0.23
O 3.856 2.456 0.105 -0.19
H 4.267 0.576 -0.627 0.13
H 5.684 1.639 -0.458 0.14
H 4.593 1.373 -2.907 0.14
H 4.985 3.013 -2.346 0.14
C -3.157 3.340 -1.941 -0.15
C -3.106 2.386 -0.771 -0.16
O -4.054 2.918 0.168 -0.19
S -5.257 3.618 -0.630 0.60
O -6.340 2.706 -0.716 -0.22
O -5.423 4.932 -0.120 -0.23
O -4.547 3.694 -2.061 -0.18
H -2.586 4.248 -1.741 0.09
H -2.799 2.885 -2.861 0.14
H -2.116 2.329 -0.325 0.13
H -3.433 1.387 -1.058 0.11
C 4.517 -4.088 -0.230 -0.16
C 4.078 -3.773 1.184 -0.16
O 2.912 -2.950 1.022 -0.19
S 2.123 -3.399 -0.306 0.63
O 1.071 -4.273 0.065 -0.21
O 1.884 -2.247 -1.092 -0.21
O 3.298 -4.275 -0.956 -0.17
H 5.058 -3.251 -0.678 0.13
H 5.130 -4.984 -0.285 0.14
H 4.840 -3.245 1.751 0.13
H 3.785 -4.677 1.721 0.14
C -6.079 -6.212 -8.420 -0.17
C -4.953 -5.969 -9.397 -0.17
O -5.148 -6.954 -10.420 -0.19
S -6.718 -7.238 -10.599 0.60
O -7.202 -6.470 -11.689 -0.22
O -6.929 -8.637 -10.514 -0.22
O -7.209 -6.546 -9.240 -0.19
H -5.866 -7.063 -7.770 0.14
H -6.296 -5.341 -7.813 0.11
H -3.973 -6.080 -8.942 0.13
H -5.030 -4.980 -9.855 0.14
C -0.851 8.921 -1.095 -0.16
C -2.027 8.632 -2.003 -0.15
O -1.527 7.661 -2.933 -0.18
S -0.447 6.731 -2.210 0.61
O -1.087 5.533 -1.786 -0.23
O 0.729 6.710 -2.996 -0.20
O -0.208 7.650 -0.919 -0.19
H -0.140 9.602 -1.567 0.14
H -1.158 9.326 -0.135 0.14
H -2.380 9.514 -2.528 0.14
H -2.856 8.181 -1.452 0.14